# 1
Formula: C7H15N
Source: the OMol25 dataset
Level of theory: ωB97M-V/def2-TZVPD

LUMO energy (spin up / spin down), eV: -2.86 / -6.11
DFT total energy, eV: -8985.2012
Net charge: +1
Multiplicity: 2

```
23
C7H15N, DFT ωB97M-V/def2-TZVPD
C -2.62 0.80 -1.94
C -1.66 -0.12 -1.17
C -1.00 0.61 0.03
N 1.85 1.21 -0.13
C 1.45 0.09 0.42
C 0.09 -0.24 0.58
C -0.32 -1.37 1.45
C 2.53 -0.85 0.88
H -2.52 1.83 -1.61
H -2.44 0.77 -3.00
H -3.67 0.54 -1.77
H -0.93 -0.48 -1.90
H -2.20 -0.98 -0.77
H -1.81 0.75 0.75
H -0.63 1.58 -0.30
H 2.85 1.38 -0.26
H 1.21 1.90 -0.50
H -0.13 -1.05 2.47
H 0.38 -2.20 1.35
H -1.32 -1.73 1.25
H 2.50 -1.77 0.32
H 2.46 -1.07 1.94
H 3.50 -0.39 0.73
```

***

# 2
Formula: C7H15N2
Source: the OMol25 dataset
Level of theory: ωB97M-V/def2-TZVPD

LUMO energy, eV: -3.01
SMILES: CC1=NC(C)(C)[N@@H+](C)C1
DFT total energy, eV: -10474.1930
Net charge: +1

```
24
C7H15N2, DFT ωB97M-V/def2-TZVPD
C 0.24 -0.66 1.49
C -0.79 -1.10 0.51
C 0.52 0.70 -0.42
C 0.37 -1.37 2.79
C 1.50 0.06 -1.34
C 0.47 2.34 -0.42
C -1.55 -0.11 -1.57
N 0.98 0.26 1.10
N -0.91 0.15 -0.35
H -0.37 -1.98 0.00
H -1.75 -1.57 0.96
H -0.38 -2.15 2.89
H 0.39 -0.79 3.67
H 1.29 -1.85 2.64
H 1.36 -0.95 -1.35
H 2.57 0.29 -1.12
H 1.17 0.31 -2.31
H 1.40 2.65 -0.89
H 0.58 2.61 0.57
H -0.32 2.72 -1.02
H -0.89 -0.41 -2.45
H -2.36 -0.89 -1.49
H -2.07 0.79 -2.00
H -1.44 0.96 0.11
```

***

# 3
Formula: C7H15N2
Source: the OMol25 dataset
Level of theory: ωB97M-V/def2-TZVPD

LUMO energy (spin up / spin down), eV: -6.47 / -6.14
SMILES: C[C@@H]1CN=[N+](C)C1(C)C
DFT total energy, eV: -10471.0270
Net charge: +1

```
24
C7H15N2, DFT ωB97M-V/def2-TZVPD
C -1.61 -1.43 -0.38
C -1.25 0.15 -0.31
C 0.25 0.13 -0.20
C -2.00 0.75 0.87
C 0.86 0.22 -1.63
C 0.94 1.34 0.50
C 1.74 -1.57 0.84
N -0.55 -2.13 0.00
N 0.53 -1.11 0.39
H -2.46 -1.93 0.21
H -1.92 -1.76 -1.34
H -1.52 0.65 -1.30
H -1.38 0.53 1.84
H -2.94 0.31 1.26
H -2.15 1.89 0.94
H 0.48 -0.54 -2.29
H 1.99 -0.19 -1.68
H 1.03 1.29 -1.82
H 1.83 1.57 -0.14
H 1.29 1.17 1.57
H 0.17 2.19 0.51
H 1.81 -2.73 1.03
H 1.96 -0.89 1.80
H 2.52 -1.39 0.19
```

***

# 4
Formula: C7H15N2
Source: the OMol25 dataset
Level of theory: ωB97M-V/def2-TZVPD

LUMO energy, eV: -3.69
SMILES: CN/C=C\C[NH+]=C(C)C
DFT total energy, eV: -10474.0281
Net charge: +1

```
24
C7H15N2, DFT ωB97M-V/def2-TZVPD
C 0.73 -0.39 -0.85
C 1.86 -0.58 -0.09
C 0.07 0.95 -1.11
C -2.07 -0.08 -0.25
C -3.49 -0.26 -0.60
C -1.38 -0.70 0.89
C 3.67 0.11 1.34
N -1.39 0.69 -1.09
N 2.28 0.33 0.86
H 0.36 -1.04 -1.53
H 2.32 -1.51 -0.22
H 0.14 1.70 -0.33
H 0.29 1.44 -2.07
H -3.90 -1.06 -0.06
H -3.70 -0.28 -1.68
H -3.93 0.67 -0.26
H -0.97 0.11 1.32
H -0.44 -1.17 0.51
H -1.99 -1.33 1.48
H 3.71 0.03 2.51
H 4.03 -0.82 0.91
H 4.20 1.02 0.97
H -1.93 1.23 -1.78
H 1.56 0.95 1.13
```

***

# 5
Formula: C7H15N2
Source: the OMol25 dataset
Level of theory: ωB97M-V/def2-TZVPD

LUMO energy, eV: -4.52
SMILES: [H]/N=C/[C@H](C)[N+](=C)C(C)C
DFT total energy, eV: -10473.7258
Net charge: +1

```
24
C7H15N2, DFT ωB97M-V/def2-TZVPD
C 0.25 -1.08 1.34
C -1.90 1.05 -0.46
C -1.24 -0.28 -0.43
C -2.28 -1.35 -0.13
C 1.88 -0.44 -1.14
C 1.82 1.32 0.81
C 1.17 0.54 -0.26
N 0.03 -0.32 0.32
N -1.70 1.95 0.35
H 1.13 -1.21 1.76
H -2.75 1.04 -1.28
H -0.87 -0.30 -1.54
H -1.86 -2.22 -0.47
H -3.19 -1.08 -0.55
H -2.41 -1.40 0.96
H 2.18 -1.37 -0.54
H 1.19 -0.86 -1.96
H 2.74 0.01 -1.48
H 1.18 2.00 1.35
H 2.60 1.90 0.40
H 2.29 0.59 1.44
H 0.65 1.27 -0.95
H -2.30 2.78 0.30
H -0.50 -1.84 1.84
```

***

# 6
Formula: C7H15N2O
Source: the OMol25 dataset
Level of theory: ωB97M-V/def2-TZVPD

LUMO energy, eV: -5.79
DFT total energy, eV: -12518.5652
Net charge: +1

```
25
C7H15N2O, DFT ωB97M-V/def2-TZVPD
C -1.13 1.03 0.26
C 0.84 -1.08 0.61
C 0.55 -0.59 -0.83
C -1.92 2.30 0.10
C 1.57 -0.35 1.61
C 1.98 -0.36 -1.38
C -0.37 -1.58 -1.46
N -1.42 0.16 1.16
N -0.09 0.79 -0.65
O -2.65 0.04 1.91
H 0.46 -2.08 0.81
H -2.19 2.70 1.00
H -2.80 1.88 -0.55
H -1.36 2.78 -0.70
H 1.64 -0.84 2.64
H 1.07 0.55 1.69
H 2.56 0.01 1.31
H 2.09 0.72 -1.51
H 2.18 -0.92 -2.35
H 2.77 -0.63 -0.80
H -0.84 -1.22 -2.49
H -1.25 -1.75 -0.79
H 0.10 -2.55 -1.62
H 0.59 1.54 -0.69
H -2.39 -0.54 2.68
```